(1)
Formula: C32H40F9IO30Si2
Source: the Open Molecules 2025 dataset
Level of theory: ωB97M-V with the def2-TZVPD basis set

Atoms and positions in Å:
C  1.555  -3.175  1.794
C  1.734  -1.898  0.941
O  1.701  -0.774  1.818
C  0.568  -1.790  -0.066
Si  -0.934  -1.171  0.891
C  -2.586  -1.956  0.376
C  -2.834  -3.281  1.059
O  -2.040  -3.768  1.736
I  -4.711  -4.309  0.749
O  -1.080  0.472  0.538
Si  -1.163  1.518  1.861
H  1.402  -2.900  2.830
H  2.427  -3.818  1.721
H  0.702  -3.741  1.430
H  2.682  -1.972  0.422
H  2.452  -0.207  1.617
H  0.435  -2.749  -0.558
H  0.850  -1.026  -0.792
H  -0.745  -1.437  2.320
H  -2.738  -2.025  -0.698
H  -3.378  -1.289  0.733
H  -2.315  2.412  1.635
H  -1.435  0.789  3.106
H  0.095  2.289  1.942
C  -1.035  0.240  -3.046
C  -1.735  0.575  -4.335
O  -1.510  -0.585  -5.125
C  -1.391  -1.635  -4.253
O  -1.459  -2.773  -4.563
O  -1.193  -1.188  -2.989
F  -1.167  1.643  -4.957
H  0.027  0.488  -3.076
H  -1.483  0.720  -2.178
H  -2.808  0.745  -4.237
C  5.817  -3.535  0.794
C  7.213  -2.985  0.938
O  7.040  -1.616  0.592
C  5.762  -1.287  0.920
O  5.348  -0.180  1.012
O  5.015  -2.398  1.137
F  8.069  -3.557  0.065
H  5.598  -3.839  -0.231
H  5.618  -4.369  1.462
H  7.627  -3.057  1.944
C  -2.335  0.497  -8.101
C  -3.495  1.318  -8.599
O  -2.849  2.424  -9.209
C  -1.629  1.973  -9.647
O  -0.944  2.548  -10.417
O  -1.325  0.782  -9.074
F  -4.262  1.769  -7.574
H  -1.995  0.823  -7.120
H  -2.553  -0.567  -8.065
H  -4.129  0.816  -9.331
C  -0.796  3.902  5.845
C  -1.056  3.324  7.212
O  -2.223  2.544  7.000
C  -2.192  2.145  5.692
O  -2.863  1.277  5.250
O  -1.290  2.870  4.984
F  -1.329  4.288  8.121
H  -1.357  4.821  5.673
H  0.259  4.090  5.659
H  -0.256  2.685  7.592
C  12.079  -6.338  0.179
C  12.675  -4.981  0.461
O  11.536  -4.211  0.802
C  10.623  -5.071  1.338
O  9.673  -4.740  1.960
O  10.956  -6.359  1.065
F  13.256  -4.450  -0.642
H  11.732  -6.425  -0.851
H  12.762  -7.155  0.396
H  13.387  -4.962  1.287
C  -2.718  -0.009  8.502
C  -1.938  -1.293  8.394
O  -1.720  -1.637  9.750
C  -2.766  -1.117  10.463
O  -3.043  -1.426  11.569
O  -3.443  -0.203  9.722
F  -0.738  -1.099  7.788
H  -2.068  0.855  8.600
H  -3.393  0.148  7.664
H  -2.467  -2.106  7.893
C  1.902  5.755  -1.289
C  1.651  5.198  0.089
O  0.482  4.422  -0.099
C  0.497  4.000  -1.400
O  -0.175  3.127  -1.830
O  1.395  4.712  -2.127
F  1.390  6.180  0.988
H  1.340  6.673  -1.467
H  2.955  5.937  -1.489
H  2.452  4.562  0.473
C  -2.530  5.605  -7.607
C  -1.422  5.083  -6.727
O  -1.589  5.839  -5.541
C  -2.916  6.158  -5.457
O  -3.451  6.555  -4.481
O  -3.536  5.947  -6.647
F  -0.199  5.343  -7.250
H  -2.232  6.499  -8.156
H  -2.895  4.862  -8.311
H  -1.494  4.019  -6.491
C  -8.611  -3.244  0.066
C  -7.876  -1.989  0.457
O  -8.929  -1.105  0.798
C  -9.965  -1.880  1.242
O  -10.897  -1.475  1.844
O  -9.769  -3.183  0.902
F  -7.184  -1.467  -0.587
H  -8.915  -3.230  -0.982
H  -8.037  -4.148  0.257
H  -7.207  -2.104  1.312

* 2S+1: 1
* lowest unoccupied orbital energy: 0.166 eV
* calculated total energy: -143573.8164 eV
* maximum force: 0.06609 hartree/bohr

(2)
Formula: C19H26ClN3O
Source: the Open Molecules 2025 dataset
Level of theory: ωB97M-V with the def2-TZVPD basis set

Atoms and positions in Å:
C  4.631  -1.869  -4.200
C  4.226  -0.723  -3.276
N  3.318  -1.169  -2.254
C  1.991  -1.387  -2.368
C  1.553  -1.879  -1.157
C  0.171  -2.271  -0.757
N  -0.219  -1.611  0.478
C  -1.453  -2.138  1.023
C  -1.687  -1.563  2.416
C  -1.719  -0.039  2.355
C  -0.464  0.521  1.670
C  0.810  0.240  2.495
O  0.768  0.752  3.805
C  -0.568  2.055  1.500
C  -1.785  2.519  0.758
C  -1.769  2.653  -0.627
C  -2.901  3.054  -1.313
C  -4.073  3.336  -0.633
C  -4.085  3.218  0.747
Cl  -5.536  3.582  1.621
C  -2.958  2.818  1.442
C  -0.314  -0.173  0.313
C  2.717  -1.920  -0.368
N  3.763  -1.492  -1.045
H  5.102  -2.661  -3.624
H  5.333  -1.514  -4.949
H  3.759  -2.279  -4.705
H  3.749  0.077  -3.850
H  5.106  -0.325  -2.766
H  1.461  -1.181  -3.277
H  -0.529  -2.047  -1.584
H  0.141  -3.351  -0.575
H  -2.317  -1.895  0.375
H  -1.370  -3.227  1.082
H  -2.634  -1.938  2.810
H  -0.889  -1.906  3.076
H  -1.830  0.383  3.357
H  -2.593  0.266  1.774
H  1.008  -0.837  2.495
H  1.660  0.735  2.018
H  0.100  0.267  4.300
H  -0.555  2.493  2.500
H  0.325  2.394  0.972
H  -0.858  2.448  -1.169
H  -2.874  3.152  -2.388
H  -4.960  3.649  -1.160
H  -2.992  2.746  2.518
H  -1.174  0.093  -0.331
H  0.601  0.173  -0.175
H  2.814  -2.231  0.651

* 2S+1: 1
* lowest unoccupied orbital energy: 0.674 eV
* calculated total energy: -39165.2996 eV
* maximum force: 0.01609 hartree/bohr
* energy above the lowest of the compared OMol25 structures with the same formula, charge and spin: 0.000 eV

(3)
Formula: C57H93FN21O2Si
Source: the Open Molecules 2025 dataset
Level of theory: ωB97M-V with the def2-TZVPD basis set

Atoms and positions in Å:
C  6.842  -4.401  3.266
C  5.781  -5.020  4.360
O  4.582  -5.592  3.727
C  3.337  -5.022  4.264
C  2.712  -3.890  3.209
C  2.071  -2.597  4.022
C  1.075  -1.666  3.057
C  1.809  -0.193  2.761
C  3.036  -0.349  1.689
C  4.481  -0.966  2.110
C  5.449  -0.964  0.823
N  5.029  -0.517  -0.499
C  6.090  -0.642  -1.618
C  7.071  0.668  -1.522
O  8.254  0.415  -0.640
Si  9.012  1.968  -0.206
C  8.009  2.696  1.282
C  9.063  3.147  -1.741
C  10.856  1.649  0.382
N  3.872  -0.003  -0.947
C  2.930  0.085  0.162
C  1.462  0.770  -0.267
C  0.347  -0.407  -0.675
C  1.102  -1.846  -1.023
F  -0.758  -0.531  0.303
H  7.799  -5.074  3.130
H  6.360  -4.279  2.191
H  7.229  -3.329  3.589
H  5.545  -4.135  5.124
H  6.360  -5.894  4.921
H  3.424  -4.589  5.354
H  2.541  -5.909  4.336
H  3.564  -3.581  2.467
H  1.883  -4.433  2.548
H  1.398  -3.048  4.895
H  2.900  -1.954  4.567
H  0.941  -2.244  2.046
H  0.091  -1.522  3.676
H  2.314  0.095  3.804
H  1.045  0.663  2.533
H  4.804  -1.355  3.161
H  6.556  -1.353  0.981
H  5.562  -0.773  -2.678
H  6.736  -1.596  -1.319
H  7.522  0.825  -2.611
H  6.492  1.616  -1.123
H  6.875  2.757  0.972
H  8.442  3.751  1.632
H  8.049  1.908  2.178
H  9.458  4.214  -1.453
H  9.802  2.667  -2.539
H  8.024  3.265  -2.290
H  11.371  0.900  -0.368
H  11.493  2.629  0.439
H  10.860  1.179  1.474
H  1.062  1.524  0.533
H  1.595  1.404  -1.269
H  -0.159  -0.074  -1.703
H  2.000  -1.726  -1.779
H  1.440  -2.442  -0.074
H  0.301  -2.518  -1.591
C  0.772  2.879  5.363
C  1.832  2.911  4.275
N  2.712  2.938  3.372
H  -0.064  2.246  5.051
H  1.197  2.476  6.286
H  0.401  3.890  5.553
C  -2.913  -3.365  4.183
C  -1.610  -3.287  4.962
N  -0.530  -3.222  5.609
H  -3.431  -2.403  4.225
H  -2.708  -3.614  3.138
H  -3.559  -4.136  4.612
C  9.790  -3.482  -1.221
C  8.791  -3.227  -0.105
N  7.962  -3.015  0.822
H  10.632  -4.067  -0.841
H  9.309  -4.036  -2.033
H  10.164  -2.532  -1.611
C  -3.970  -0.504  -0.545
C  -5.083  -1.089  0.310
N  -6.006  -1.573  1.020
H  -3.773  -1.160  -1.398
H  -4.263  0.482  -0.915
H  -3.057  -0.406  0.047
C  5.724  -5.831  -0.027
C  6.785  -5.799  -1.115
N  7.665  -5.772  -2.018
H  4.889  -6.464  -0.339
H  6.150  -6.234  0.896
H  5.354  -4.820  0.163
C  4.224  4.194  -2.404
C  5.285  4.226  -3.492
N  6.165  4.254  -4.395
H  3.389  3.561  -2.716
H  4.650  3.791  -1.480
H  3.854  5.205  -2.214
C  -6.689  -2.268  -2.918
C  -6.164  -0.920  -3.383
N  -5.729  0.199  -3.769
H  -7.412  -2.656  -3.641
H  -5.862  -2.978  -2.826
H  -7.178  -2.163  -1.946
C  -6.525  1.378  -7.248
C  -7.920  1.027  -7.739
N  -9.077  0.736  -8.147
H  -5.778  1.030  -7.968
H  -6.431  2.461  -7.134
H  -6.339  0.900  -6.283
C  3.180  7.985  -0.199
C  2.729  6.547  -0.401
N  2.355  5.355  -0.568
H  2.320  8.658  -0.263
H  3.647  8.095  0.783
H  3.905  8.260  -0.971
C  -9.015  -0.053  0.933
C  -9.766  1.261  0.790
N  -10.390  2.351  0.671
H  -9.482  -0.819  0.309
H  -7.975  0.077  0.621
H  -9.036  -0.382  1.976
C  -8.044  4.506  1.724
C  -6.742  4.584  2.503
N  -5.661  4.649  3.150
H  -8.562  5.468  1.766
H  -7.839  4.257  0.679
H  -8.690  3.735  2.153
C  -9.583  0.908  5.433
C  -9.889  -0.468  4.864
N  -10.142  -1.609  4.391
H  -9.872  0.948  6.487
H  -8.513  1.117  5.349
H  -10.139  1.671  4.882
C  -4.979  1.033  -11.901
C  -4.722  1.710  -10.565
N  -4.509  2.271  -9.456
H  -4.812  1.742  -12.716
H  -4.304  0.182  -12.025
H  -6.012  0.677  -11.946
C  -11.733  1.337  -5.582
C  -12.756  0.351  -5.042
N  -13.605  -0.466  -4.593
H  -12.233  2.103  -6.180
H  -11.205  1.819  -4.754
H  -11.006  0.813  -6.210
C  -4.456  0.372  4.812
C  -5.455  0.628  5.928
N  -6.284  0.840  6.855
H  -3.614  -0.213  5.192
H  -4.937  -0.181  4.001
H  -4.082  1.322  4.422
C  8.764  6.222  -6.187
C  9.427  7.556  -5.884
N  9.977  8.662  -5.633
H  7.695  6.278  -5.961
H  8.892  5.973  -7.244
H  9.216  5.434  -5.578
C  -3.256  -5.182  -4.044
C  -4.255  -4.926  -2.928
N  -5.084  -4.714  -2.001
H  -2.414  -5.767  -3.664
H  -3.737  -5.735  -4.855
H  -2.882  -4.231  -4.434
C  -7.356  -5.893  0.793
C  -7.781  -4.585  0.147
N  -8.134  -3.499  -0.389
H  -6.906  -5.698  1.770
H  -8.226  -6.543  0.926
H  -6.625  -6.402  0.159
C  -3.159  4.221  6.004
C  -1.857  4.299  6.784
N  -0.776  4.364  7.431
H  -3.677  5.183  6.046
H  -2.954  3.973  4.960
H  -3.805  3.450  6.434

* 2S+1: 1
* lowest unoccupied orbital energy: -4.269 eV
* calculated total energy: -106564.7304 eV
* net charge: +1
* maximum force: 0.19990 hartree/bohr

(4)
Formula: CH7NO2
Source: the Open Molecules 2025 dataset
Level of theory: ωB97M-V with the def2-TZVPD basis set

Atoms and positions in Å:
C  4.250  0.212  0.900
N  3.191  -0.298  1.418
H  3.981  0.875  0.036
H  5.313  0.051  1.290
H  3.205  -0.224  2.422
O  -0.171  2.952  -1.461
H  0.403  2.816  -0.631
H  -1.085  2.904  -1.241
O  -5.742  -2.895  -0.652
H  -5.650  -3.033  0.286
H  -6.696  -3.037  -0.584

* 2S+1: 1
* lowest unoccupied orbital energy: 0.884 eV
* calculated total energy: -6733.3172 eV
* maximum force: 0.05875 hartree/bohr
* energy above the lowest of the compared OMol25 structures with the same formula, charge and spin: 2.026 eV

(5)
Formula: C5H9NO
Source: the Open Molecules 2025 dataset
Level of theory: ωB97M-V with the def2-TZVPD basis set

Atoms and positions in Å:
C  1.351  -0.946  -1.996
C  0.364  -1.440  -0.944
N  0.032  -0.358  -0.023
C  -1.120  0.257  -0.051
C  -1.102  1.426  0.869
C  -1.113  1.260  2.326
O  0.065  1.706  1.676
H  1.495  -1.693  -2.782
H  2.329  -0.722  -1.555
H  0.966  -0.029  -2.455
H  0.773  -2.293  -0.388
H  0.798  -0.004  0.562
H  -0.582  -1.739  -1.399
H  -1.576  2.322  0.469
H  -1.616  2.001  2.946
H  -1.064  0.254  2.745

* 2S+1: 1
* lowest unoccupied orbital energy: 1.060 eV
* calculated total energy: -8865.5348 eV
* maximum force: 0.01120 hartree/bohr
* energy above the lowest of the compared OMol25 structures with the same formula, charge and spin: 3.678 eV

(6)
Formula: C6H10O
Source: the Open Molecules 2025 dataset
Level of theory: ωB97M-V with the def2-TZVPD basis set

Atoms and positions in Å:
C  1.378  -1.805  0.730
C  0.747  -1.099  -0.406
C  -1.688  0.522  -0.820
C  -0.306  1.001  -1.269
C  0.557  0.369  -0.171
C  -0.324  0.679  1.052
O  -1.640  0.412  0.608
H  0.839  -2.745  0.911
H  2.348  -2.136  0.328
H  1.542  -1.279  1.684
H  -1.898  -0.471  -1.239
H  -2.501  1.201  -1.091
H  -0.242  2.095  -1.255
H  -0.038  0.632  -2.262
H  1.560  0.820  -0.069
H  -0.221  1.737  1.336
H  -0.114  0.068  1.934

* 2S+1: 1
* lowest unoccupied orbital energy: 0.002 eV
* calculated total energy: -8427.5716 eV
* maximum force: 0.00826 hartree/bohr
* energy above the lowest of the compared OMol25 structures with the same formula, charge and spin: 3.669 eV

(7)
Formula: C7H6F2N2O
Source: the Open Molecules 2025 dataset
Level of theory: ωB97M-V with the def2-TZVPD basis set

Atoms and positions in Å:
C  -2.715  0.472  0.315
C  -1.887  1.198  -0.532
C  -2.270  -0.718  0.865
C  -0.618  0.748  -0.818
C  -0.997  -1.180  0.596
C  -0.158  -0.452  -0.254
C  2.362  0.379  0.427
N  3.279  0.221  -0.415
N  1.093  -0.851  -0.635
O  1.931  0.867  1.392
F  4.678  0.908  -0.295
F  1.465  -2.075  -0.069
H  -3.709  0.830  0.546
H  -2.241  2.121  -0.967
H  -2.911  -1.290  1.519
H  0.032  1.306  -1.475
H  -0.650  -2.109  1.024
H  3.315  -0.376  -1.225

* 2S+1: 1
* lowest unoccupied orbital energy (spin up / spin down): -1.581 / -1.579 eV
* calculated total energy: -17812.9507 eV
* maximum force: 0.08262 hartree/bohr
* energy above the lowest of the compared OMol25 structures with the same formula, charge and spin: 1.958 eV